Computed, not measured: a cluster of 2 separate species, C2H3PS in total at a distorted geometry, with wB97M-V/def2-TZVPD.

Structure (XYZ):
```
7
Properties=species:S:1:pos:R:3:forces:R:3:nbo_charge:R:1
C -1.081987 -0.484761 2.467584 0.1 -2.5 0.9 -0.75
P -1.369921 -2.016867 2.399408 0.0 1.7 -0.4 0.51
H -0.609564 0.353925 2.926043 -0.2 0.7 -0.4 0.22
C 0.472675 0.328741 -1.031117 0.0 0.6 1.3 -0.45
S 0.996752 0.927809 0.391432 -0.3 -0.5 -1.2 0.08
H 0.881291 0.751362 -1.936704 0.0 -0.2 -0.3 0.19
H -0.332828 -0.414063 -1.120937 0.4 0.2 0.1 0.20
```
Positions in Å, forces in eV/Å.

* SMILES: C#P.C=S
* M: 90.087 g/mol
* E: -817.4203 hartree
* orbital gap: 8.2 eV
* HOMO energy: -8.7464 eV
* ΔE to the lowest compared entry with this formula, charge and spin: 33.1 kcal per mole
* strongest force on any atom: 2.6 eV/A
* charge: 0